# 1
{
  "formula": "C5H4Br4",
  "method": "ωB97M-V/def2-TZVPD",
  "total_charge": 0,
  "multiplicity": 1,
  "gap_ev": 9.678,
  "de_lowest_kj_mol": 0.0,
  "e_tot_ev": -285418.453,
  "species": ["Br", "Br", "Br", "Br", "C", "C", "C", "C", "C", "H", "H", "H", "H"],
  "positions_angstrom": [[0.937, -2.275, -0.328], [1.816, -0.581, 2.112], [2.362, 0.247, -1.908], [1.101, 2.239, 0.425], [-0.457, 0.600, -1.191], [0.854, 0.554, -0.497], [0.677, -0.572, 0.541], [-1.370, 0.013, -0.437], [-0.829, -0.360, 0.875], [-1.022, 0.474, 1.574], [-1.154, -1.166, 1.437], [-2.457, -0.201, -0.426], [-0.459, 1.028, -2.177]],
  "forces_ev_per_a": [[-0.3, -0.4, 0.0], [-0.1, 0.2, -0.2], [-1.2, 0.6, 1.4], [0.3, 0.3, -0.2], [0.0, -0.3, -0.6], [1.6, -0.2, -0.7], [-0.1, 0.5, 0.4], [-2.1, -0.6, 0.6], [2.2, 1.1, 0.5], [0.7, 0.1, -0.2], [-1.1, -2.0, 0.4], [0.7, 0.7, -1.3], [-0.5, 0.1, -0.1]],
  "lowdin_charge": [0.7029, 0.6668, 0.5562, 0.7235, -0.2271, -1.1812, -1.2860, -0.1093, -0.2940, 0.1218, 0.0840, 0.1376, 0.1048]
}



# 2
{
  "formula": "C5H4Cl2N2O3",
  "method": "ωB97M-V/def2-TZVPD",
  "total_charge": 0,
  "multiplicity": 1,
  "gap_ev": 8.868,
  "de_lowest_kj_mol": 343.3,
  "smiles": "O=C(Cl)N/C(Cl)=C\\C=C=[N+]([O-])O",
  "e_tot_ev": -39411.615,
  "species": ["Cl", "Cl", "O", "O", "O", "N", "N", "C", "C", "C", "C", "C", "H", "H", "H", "H"],
  "positions_angstrom": [[0.796, 3.020, 1.511], [3.060, 0.729, 0.043], [-0.462, -0.708, -2.271], [1.196, -2.196, -1.766], [1.956, 1.242, -2.309], [0.597, 1.443, -0.476], [0.355, -1.458, -1.321], [1.779, 1.130, -1.154], [0.498, 1.423, 0.933], [0.127, 0.351, 1.633], [-0.037, -1.379, -0.142], [-0.300, -0.899, 1.038], [-0.015, -0.556, -3.096], [-0.935, -1.545, 1.644], [0.167, 0.366, 2.785], [0.111, 2.256, -0.971]],
  "forces_ev_per_a": [[0.0, 0.0, 1.0], [0.1, -0.3, -0.7], [-1.5, -0.2, 1.9], [1.8, -0.9, -1.2], [0.2, -0.2, -0.8], [-0.4, 0.9, -1.4], [-0.9, 0.5, -1.7], [-0.4, 0.6, 2.1], [-0.3, 0.3, -1.0], [0.7, 0.5, 2.2], [-0.7, 1.0, 0.8], [-0.4, -0.9, 0.2], [1.4, -0.4, -0.5], [0.0, 0.3, 0.1], [-0.2, 0.3, -2.1], [0.7, -1.7, 1.0]],
  "lowdin_charge": [0.7096, 0.7000, 0.0523, 0.0343, 0.0828, -0.0289, -0.3104, -0.8501, -0.7890, -0.1069, 0.0236, -0.0571, 0.0940, 0.1148, 0.1486, 0.1823]
}



# 3
{
  "formula": "C5H4Cl4",
  "method": "ωB97M-V/def2-TZVPD",
  "total_charge": 0,
  "multiplicity": 1,
  "gap_ev": [7.830, 7.714],
  "de_lowest_kj_mol": 264.2,
  "e_tot_ev": -55334.911,
  "species": ["Cl", "Cl", "Cl", "Cl", "C", "C", "C", "C", "C", "H", "H", "H", "H"],
  "positions_angstrom": [[-4.066, 0.993, -1.606], [-3.011, -1.965, -1.245], [-2.609, -1.452, 1.561], [-4.328, 1.137, 1.435], [0.211, -0.451, -0.063], [-3.157, -0.946, 0.109], [-0.734, 0.794, -0.030], [-3.364, 0.550, -0.041], [-1.998, 0.868, 0.024], [-0.185, 1.755, 0.118], [0.152, -1.102, -0.961], [1.277, -0.329, 0.216], [-0.250, -1.011, 0.785]],
  "forces_ev_per_a": [[-0.2, 0.1, 0.4], [0.0, -0.2, -0.1], [0.4, -1.4, 2.2], [0.1, 0.3, -0.8], [-1.3, -0.7, 1.0], [0.2, 2.6, -2.0], [4.0, 0.5, -0.1], [-0.9, -1.1, 0.5], [-1.6, -0.7, -0.4], [-0.4, -0.5, -0.2], [-0.2, 0.7, 0.4], [-0.8, 0.7, -0.4], [0.7, -0.2, -0.7]],
  "lowdin_charge": [0.6573, 0.6571, 0.7424, 0.5515, -0.0795, -1.2512, -0.1378, -1.2834, -0.1605, 0.1232, 0.0764, 0.0761, 0.0285]
}



# 4
{
  "formula": "C5H4Cl4N4",
  "method": "ωB97M-V/def2-TZVPD",
  "total_charge": 0,
  "multiplicity": 1,
  "gap_ev": 9.361,
  "de_lowest_kj_mol": 194.4,
  "e_tot_ev": -61295.780,
  "species": ["Cl", "Cl", "Cl", "Cl", "N", "N", "N", "N", "C", "C", "C", "C", "C", "H", "H", "H", "H"],
  "positions_angstrom": [[0.533, 1.240, 2.178], [-1.330, 2.189, 0.146], [-1.810, -0.408, 2.419], [2.599, 0.485, 0.159], [0.455, -0.317, -1.520], [-2.742, -0.740, -1.118], [1.327, 2.865, -1.740], [0.224, -1.877, 0.626], [0.783, 0.593, -0.591], [-2.077, -0.564, -0.208], [-0.162, 0.825, 0.635], [-1.092, -0.340, 0.874], [1.116, 1.858, -1.220], [-0.142, -2.678, 1.189], [1.184, -0.463, -2.160], [0.904, -1.502, 1.229], [0.231, -1.164, -0.898]],
  "forces_ev_per_a": [[0.7, 0.5, -0.3], [0.6, -0.5, 0.4], [-0.6, -0.4, 0.3], [0.1, -1.1, 0.1], [-2.0, -2.2, 2.4], [-0.7, -0.2, -0.5], [0.0, -0.7, 0.2], [-3.7, 0.9, 0.6], [2.1, 3.0, 0.7], [1.4, 0.0, 1.1], [-1.5, 0.8, -0.3], [1.2, -3.5, -1.3], [-0.3, 1.9, -0.8], [-0.3, 0.9, -0.6], [0.9, -0.2, -1.2], [1.5, 0.8, 1.0], [0.5, 0.2, -1.8]],
  "lowdin_charge": [0.6687, 0.6959, 0.7449, 0.5156, 0.1099, 0.2105, 0.1917, 0.0856, -0.8163, -0.3127, -1.1097, -0.8125, -0.3881, 0.0741, 0.1020, -0.0215, 0.0618]
}



# 5
{
  "formula": "C5H4ClN5",
  "method": "ωB97M-V/def2-TZVPD",
  "total_charge": 0,
  "multiplicity": 1,
  "gap_ev": [7.734, 7.734],
  "de_lowest_kj_mol": 0.0,
  "smiles": "Nn1c(Cl)ncc2ncnc1-2",
  "e_tot_ev": -25219.377,
  "species": ["Cl", "N", "N", "N", "N", "N", "C", "C", "C", "C", "C", "H", "H", "H", "H"],
  "positions_angstrom": [[3.378, 0.410, 0.047], [-1.760, 0.825, -0.011], [0.624, 0.848, -0.116], [-2.067, -1.465, -0.093], [1.522, -1.512, 0.014], [1.013, 2.150, -0.112], [-0.551, 0.214, -0.101], [1.848, -0.302, 0.078], [0.360, -2.079, 0.106], [-0.765, -1.260, -0.048], [-2.612, -0.192, 0.018], [0.406, 2.910, -0.002], [1.976, 2.435, -0.112], [-3.592, 0.105, 0.084], [0.219, -3.088, 0.248]],
  "forces_ev_per_a": [[0.3, -0.1, -0.1], [1.3, 0.3, -0.2], [4.1, -3.9, 0.8], [-2.3, 0.9, 1.0], [3.2, 0.8, 1.0], [-0.1, -0.2, -0.2], [-0.8, 1.6, 0.5], [-3.7, 2.6, -1.2], [-3.7, 2.0, -1.0], [2.0, 1.0, -0.2], [3.3, -1.7, -0.9], [-1.7, 0.3, 0.3], [0.2, -1.1, -0.1], [-2.5, -0.4, 0.1], [0.3, -2.3, 0.2]],
  "lowdin_charge": [0.7514, 0.0883, -0.0078, 0.0854, 0.0430, 0.0824, -0.2387, -0.6319, -0.0675, -0.2459, -0.1729, 0.0871, 0.0542, 0.0806, 0.0923]
}



# 6
{
  "formula": "C5H4ClNOS",
  "method": "ωB97M-V/def2-TZVPD",
  "total_charge": 0,
  "multiplicity": 1,
  "gap_ev": 5.210,
  "de_lowest_kj_mol": 438.6,
  "e_tot_ev": -32140.083,
  "species": ["Cl", "S", "O", "N", "C", "C", "C", "C", "C", "H", "H", "H", "H"],
  "positions_angstrom": [[3.668, 1.260, 0.928], [3.666, -0.477, -0.269], [3.649, -0.044, -1.633], [-0.499, -1.515, 0.657], [0.400, -0.773, 0.167], [-1.756, -1.189, 0.648], [-1.101, 0.833, -0.308], [0.220, 0.493, -0.371], [-2.102, 0.014, 0.059], [-2.446, -1.842, 1.086], [-3.121, 0.266, 0.037], [0.890, 1.237, -0.270], [-1.468, 1.736, -0.732]],
  "forces_ev_per_a": [[-0.1, -0.2, -0.1], [-1.4, -0.5, 2.1], [0.0, 0.5, -1.8], [3.1, -1.1, -0.2], [0.5, 0.5, 0.1], [-0.8, 1.1, -0.8], [-0.8, 1.2, -1.9], [-1.3, -2.5, 2.0], [-0.4, -2.1, 1.3], [-1.0, -0.9, 0.6], [-1.1, 0.6, -0.2], [2.8, 2.2, -0.9], [0.3, 1.2, -0.1]],
  "lowdin_charge": [0.0588, 0.4671, -0.6508, 0.0962, -0.0147, -0.1146, -0.0842, -0.0638, -0.0547, 0.1015, 0.1000, 0.0458, 0.1134]
}



# 7
{
  "formula": "C5H4CsO2",
  "method": "ωB97M-V/def2-TZVPD",
  "total_charge": 1,
  "multiplicity": 1,
  "gap_ev": 5.351,
  "de_lowest_kj_mol": 487.1,
  "e_tot_ev": -9876.603,
  "species": ["Cs", "O", "O", "C", "C", "C", "C", "C", "H", "H", "H", "H"],
  "positions_angstrom": [[-1.715, 1.697, 6.307], [-0.892, 1.036, 2.170], [-0.059, -0.819, -2.682], [1.823, -0.376, 0.032], [-0.352, -0.807, -1.313], [0.861, -0.987, -0.476], [-0.636, 0.827, 1.036], [-0.122, 0.602, -0.133], [2.834, -0.042, 0.211], [-1.125, 0.497, -1.167], [0.477, -0.055, -2.919], [-1.094, -1.574, -1.065]],
  "forces_ev_per_a": [[0.0, 0.0, -0.2], [0.3, 0.3, 0.6], [-1.0, 0.7, 1.0], [0.8, -3.3, -2.1], [2.1, -1.6, 1.6], [3.4, 0.8, 0.9], [-1.2, -0.9, -1.4], [-6.4, 2.2, -3.5], [-0.5, -0.2, 0.3], [2.4, 1.1, 2.9], [0.3, 0.1, 0.0], [-0.3, 0.8, -0.3]],
  "lowdin_charge": [0.9784, 0.0566, 0.0246, 0.1391, -0.2774, -0.1145, -0.3207, -0.1009, 0.0699, 0.2680, 0.1201, 0.1565]
}



# 8
{
  "formula": "C5H4F14Li3N3O13S6",
  "method": "ωB97M-V/def2-TZVPD",
  "total_charge": 0,
  "multiplicity": 1,
  "gap_ev": 3.525,
  "e_tot_ev": -139995.970,
  "species": ["S", "S", "S", "S", "S", "S", "F", "F", "F", "F", "F", "F", "F", "F", "F", "F", "F", "F", "F", "F", "O", "O", "O", "O", "O", "O", "O", "O", "O", "O", "O", "O", "O", "N", "N", "N", "C", "C", "C", "C", "C", "Li", "Li", "Li", "H", "H", "H", "H"],
  "positions_angstrom": [[-5.815, 0.438, -4.157], [-0.213, -2.645, 0.945], [-1.887, -3.542, 2.458], [-6.454, 2.469, 4.572], [-7.076, -0.668, -2.522], [-4.304, 2.614, 4.410], [5.689, -0.247, -1.846], [-3.142, 3.663, 4.107], [5.017, 0.468, -4.673], [9.300, 0.382, 0.248], [7.443, 1.387, 2.270], [8.575, 2.491, 0.072], [-7.455, 3.538, 5.248], [7.056, -0.035, -4.325], [-2.989, -2.529, 2.994], [6.015, 1.585, 0.707], [4.859, 1.692, -2.242], [0.150, -2.002, -0.564], [-6.838, -1.613, -1.247], [-4.288, 0.757, -4.302], [-6.478, 1.489, 5.705], [-4.201, 1.741, 3.235], [-6.218, -0.244, -5.351], [0.443, -1.681, 1.823], [0.328, -3.977, 0.833], [-2.588, -4.830, 2.234], [-3.688, 2.082, 5.622], [-0.872, -3.489, 3.437], [-6.344, 1.814, -4.065], [-7.731, -1.531, -3.483], [-7.107, 2.190, 3.331], [-7.763, 0.544, -2.042], [6.963, 1.742, -2.003], [-1.722, -2.614, 0.885], [-5.315, 3.781, 4.505], [-5.589, -0.489, -2.721], [7.123, 0.910, 1.050], [8.059, 0.883, -1.565], [8.269, 1.151, -0.038], [5.824, 0.903, -2.539], [6.096, 0.767, -4.004], [-3.630, -3.231, -1.937], [-4.620, -9.050, 2.305], [-3.301, 0.202, -0.258], [8.082, -0.149, -1.915], [6.801, -0.126, 1.157], [8.951, 1.330, -2.004], [6.585, 1.678, -4.351]],
  "forces_ev_per_a": [[0.9, 4.8, -2.5], [7.4, 2.2, -1.6], [-4.3, -0.9, -0.7], [-7.2, 1.9, 4.1], [-6.6, -0.5, 3.2], [10.4, 0.6, 0.6], [0.1, 0.1, -0.6], [1.3, 0.7, -1.1], [-1.9, -0.6, -1.0], [1.6, -0.5, 1.2], [0.9, -0.2, -0.1], [0.3, -0.8, 0.1], [-0.9, -0.1, -0.1], [2.2, -3.7, 0.1], [0.3, -0.8, -0.3], [-0.4, 0.4, -0.7], [-2.6, 0.7, -0.5], [-1.0, -0.5, 1.0], [-0.4, -0.4, 0.7], [1.1, -0.6, -0.1], [1.2, 1.6, -3.5], [-1.3, 0.4, 0.8], [0.8, -0.6, 1.2], [-1.3, -1.6, -1.5], [-0.2, 0.5, 0.2], [1.3, 2.7, -0.1], [-2.0, -0.3, -1.0], [0.3, 0.0, -0.4], [0.8, -3.2, 0.9], [0.5, 0.9, 1.2], [0.9, -0.6, 0.2], [1.2, -3.0, -0.8], [-0.5, -3.9, -0.9], [-3.2, -1.5, 2.6], [-2.3, -4.4, -0.3], [2.8, 2.1, -3.5], [-0.3, -0.1, -0.6], [-0.4, 2.3, 0.5], [-2.0, 0.6, -0.6], [3.7, 1.6, 2.9], [0.5, 3.2, -0.4], [-0.1, 0.2, 0.1], [0.1, 0.2, 0.1], [-0.2, 0.4, 0.5], [-0.7, 0.0, 0.5], [0.6, -0.3, -0.1], [0.2, 0.0, 0.1], [-1.3, 1.2, 0.2]],
  "lowdin_charge": [0.5525, 0.4032, 0.6174, 0.5520, 0.4045, 0.3608, 0.1550, -0.2447, 0.1567, 0.1284, 0.0938, 0.1012, -0.2438, 0.1506, -0.1747, 0.0880, 0.2195, -0.2658, -0.2393, -0.2014, -0.2996, -0.3406, -0.2600, -0.2772, -0.3060, -0.3465, -0.3042, -0.2256, -0.2727, -0.2843, -0.2841, -0.2700, -0.0197, -0.3295, -0.1800, -0.3391, -0.2893, -0.0556, -0.4251, -0.5098, -0.4138, 0.9059, 0.9950, 0.8978, 0.1373, 0.1647, 0.1382, 0.1797]
}



# 9
{
  "formula": "C5H4FFeIO6S",
  "method": "ωB97M-V/def2-TZVPD",
  "total_charge": 3,
  "multiplicity": 6,
  "gap_ev": [6.838, 4.827],
  "e_tot_ev": -73534.309,
  "species": ["I", "Fe", "S", "F", "O", "O", "O", "O", "O", "O", "C", "C", "C", "C", "C", "H", "H", "H", "H"],
  "positions_angstrom": [[1.195, 2.550, 2.244], [0.620, 3.879, -2.115], [0.469, -1.279, -1.765], [0.856, -2.741, -1.808], [-1.244, -1.321, 0.682], [-0.964, -1.110, -2.157], [-0.650, -3.282, 1.705], [0.155, 3.099, -0.491], [0.949, -1.961, 0.641], [1.314, -0.608, -2.704], [-1.032, 1.221, 0.510], [-0.338, -2.351, 1.096], [-0.407, -0.179, 0.789], [0.036, 2.344, 0.512], [0.803, -0.731, -0.019], [-0.082, -0.218, 1.846], [1.652, -0.033, 0.014], [-1.654, 1.451, 1.397], [-1.677, 1.268, -0.378]],
  "forces_ev_per_a": [[-0.6, 0.2, -1.1], [-0.2, 0.2, 0.5], [1.3, 0.1, -1.1], [-0.7, 0.5, 0.5], [0.3, 0.0, 0.0], [0.0, -0.1, 0.4], [0.6, -0.1, -0.3], [0.3, 0.0, -0.5], [-0.2, 0.1, 0.1], [-0.6, 0.4, 0.1], [0.2, 0.1, 0.2], [-0.7, 0.1, -0.1], [0.0, 0.2, -0.6], [-0.2, -1.0, 1.1], [-0.6, -0.4, 1.9], [0.4, 0.6, -0.4], [0.4, -0.9, -0.4], [0.0, -0.1, -0.4], [0.3, -0.1, 0.1]],
  "lowdin_charge": [1.3244, 1.5600, 0.8568, 0.0285, 0.1090, 0.0430, 0.3579, -0.1928, 0.0751, -0.1125, -0.0674, -0.4131, -0.2779, -0.7238, -0.2074, 0.1646, 0.1641, 0.1639, 0.1477]
}



# 10
{
  "formula": "C5H4FN",
  "method": "ωB97M-V/def2-TZVPD",
  "total_charge": 0,
  "multiplicity": 1,
  "gap_ev": 9.660,
  "de_lowest_kj_mol": 135.5,
  "smiles": "C=C(F)C(=C)C#N",
  "e_tot_ev": -9455.780,
  "species": ["F", "N", "C", "C", "C", "C", "C", "H", "H", "H", "H"],
  "positions_angstrom": [[1.184, 0.641, -1.574], [-1.508, -0.616, 2.142], [-0.171, -0.566, -0.088], [0.537, 1.804, 0.329], [-0.129, -1.637, -0.902], [0.516, 0.705, -0.410], [-0.923, -0.610, 1.137], [0.443, -1.612, -1.807], [1.077, 2.698, -0.027], [0.023, 1.856, 1.259], [-0.625, -2.572, -0.655]],
  "forces_ev_per_a": [[0.0, 0.1, -0.1], [0.9, 0.0, -1.5], [0.0, -0.5, -0.7], [0.6, 0.5, -1.0], [-0.1, 0.3, 0.8], [-0.1, -0.1, 0.5], [-0.8, 0.1, 1.5], [0.2, 0.1, -0.3], [-0.3, -0.7, 0.2], [-0.3, -0.1, 0.5], [0.0, 0.3, 0.1]],
  "lowdin_charge": [0.0587, 0.1695, -0.2427, 0.1126, 0.1250, -0.3410, -0.1898, 0.0717, 0.0892, 0.0604, 0.0865]
}



# 11
{
  "formula": "C5H4FN2O3",
  "method": "ωB97M-V/def2-TZVPD",
  "total_charge": -1,
  "multiplicity": 1,
  "gap_ev": 7.342,
  "de_lowest_kj_mol": 247.9,
  "smiles": "Cn1[nH]c(=O)c(F)c1C(=O)[O-]",
  "e_tot_ev": -17087.625,
  "species": ["F", "O", "O", "O", "N", "N", "C", "C", "C", "C", "C", "H", "H", "H", "H"],
  "positions_angstrom": [[-1.639, 1.699, 3.962], [-2.760, -1.330, 2.677], [0.423, 3.432, 2.189], [-2.557, -1.608, 0.456], [-0.841, 0.614, 0.442], [-0.117, 1.773, 0.684], [-0.219, 2.381, 1.981], [-0.438, -0.289, -0.655], [-2.407, -0.999, 1.508], [-1.710, 0.402, 1.387], [-1.189, 1.659, 2.680], [0.859, 1.719, 0.188], [0.568, -0.357, -0.643], [-0.852, -1.269, -0.500], [-0.689, -0.031, -1.720]],
  "forces_ev_per_a": [[0.3, 0.3, -1.5], [0.9, 0.9, -1.6], [0.2, -0.7, 0.2], [0.0, -0.5, -1.3], [0.1, 0.8, 0.3], [2.8, -0.7, -2.9], [-0.8, 0.5, 0.4], [-2.6, 0.5, -1.0], [-1.5, 0.2, 2.9], [1.6, 1.8, 4.7], [-1.4, -4.0, -3.6], [-2.5, 0.5, 1.6], [3.6, -0.1, 0.3], [-0.3, -0.1, 0.4], [-0.3, 0.6, 1.2]],
  "lowdin_charge": [0.0149, -0.0539, -0.0765, -0.0455, -0.1304, 0.0646, -0.5411, 0.0039, -0.6927, 0.1005, -0.0475, 0.1880, 0.0370, 0.0683, 0.1103]
}



Calculated values (eV Å⁻¹) of strongest force on any atom for the records, taken in order: 2.48, 2.40, 4.05, 3.90, 5.75, 3.68, 7.57, 10.46, 2.09, 1.77, 5.57.